[1]
# C11H24F8N5O16S8Sr

A molecular structure, C11H24F8N5O16S8Sr at a distorted geometry (ωB97M-V with the def2-TZVPD basis set, the OMol25 dataset).

```
! RIJCOSX wB97M-V def2-TZVPD def2/J DEFGRID3
* xyz -1 1
Sr 0.818 -1.581 -2.220
S -2.389 0.009 -2.475
S -2.794 -2.315 -1.822
S 0.882 -4.834 -1.928
S 0.370 -1.487 -5.756
S 2.747 -1.018 -5.475
S 3.303 0.129 -0.083
S 1.977 -4.419 0.231
S 2.500 1.737 -1.738
F 0.237 -3.898 -3.097
F 2.973 -1.391 0.362
F 1.596 -3.533 1.519
F -0.828 -2.209 -4.899
F -1.882 -3.520 -1.349
F 2.124 1.351 -3.236
F -1.138 1.049 -2.550
F 3.597 -0.638 -4.178
O -3.584 -2.101 -0.656
O 3.395 -4.365 0.142
O -2.912 0.143 -3.781
O 1.427 -5.657 0.650
O 3.807 2.255 -1.903
O 1.460 2.649 -1.403
O 0.566 -2.548 -6.683
O 1.974 -5.456 -2.566
O -3.410 -2.887 -2.953
O 2.767 0.161 -6.247
O 4.684 -0.057 -0.292
O -0.180 -5.676 -1.578
O 2.854 0.903 1.043
O -0.248 -0.274 -6.136
O 3.450 -2.159 -5.910
O -3.180 0.625 -1.452
N 1.174 -3.588 -0.870
N -1.386 2.290 1.965
N -1.550 -1.249 -2.091
N 2.262 0.134 -1.235
N 1.348 -1.339 -4.542
C -2.670 3.654 0.444
C -1.757 -0.177 1.535
C -1.201 4.092 0.375
C -1.189 1.965 3.412
C 0.218 1.449 3.697
C -2.764 2.815 1.720
C 0.283 0.888 5.119
C -1.129 1.118 1.033
C 1.674 0.569 5.616
C -0.543 3.495 1.645
C -0.755 -1.323 1.477
H -3.390 4.464 0.540
H 0.034 -1.219 2.218
H 2.086 -0.319 5.123
H -0.275 1.586 5.756
H -1.173 -2.323 1.591
H 0.446 3.179 1.331
H -2.558 -0.350 0.808
H -3.555 2.077 1.644
H -1.503 1.450 0.069
H -2.304 -0.221 2.475
H -0.349 -1.336 0.472
H 1.694 0.223 6.656
H -0.043 1.030 0.968
H 0.918 2.282 3.595
H -2.998 3.053 -0.403
H 2.431 1.353 5.547
H -0.704 3.601 -0.447
H -0.258 -0.065 5.159
H 0.489 0.676 2.981
H -0.626 4.223 2.443
H -1.177 5.174 0.355
H -1.976 1.280 3.714
H -2.871 3.508 2.555
H -1.317 2.895 3.969
*
```

Kohn-Sham gap, eV: 9.24
Electronic energy, eV: -161265.22931
ΔE to the lowest compared entry with this formula, charge and spin, eV: 0.000

=====

[2]
# C8H14NOPS

A single C8H14NOPS molecule at a distorted geometry (ωB97M-V with the def2-TZVPD basis set, the OMol25 dataset).

```
! RIJCOSX wB97M-V def2-TZVPD def2/J DEFGRID3
* xyz 0 1
S -1.651 0.827 0.038
P -4.328 1.584 -0.641
O -1.734 -2.366 0.934
N -3.203 -1.994 -0.770
C 1.075 0.424 0.123
C -2.850 -0.256 0.911
C 0.866 0.866 -1.413
C 1.856 1.529 0.993
C -4.253 0.248 0.418
C 1.875 -0.943 0.152
C -2.526 -1.659 0.354
C -0.271 0.332 0.845
H 2.566 0.984 1.596
H 0.386 1.853 -1.570
H -0.280 -0.056 1.866
H 2.678 -1.069 -0.488
H 0.300 0.227 -2.022
H -2.797 -0.311 1.971
H 1.227 -1.769 0.100
H 1.879 0.853 -1.803
H -3.143 -2.905 -1.155
H 2.235 2.356 0.336
H 2.196 -1.095 1.181
H -3.987 -1.386 -0.989
H 1.094 2.039 1.636
H -5.032 -0.361 0.838
*
```

Kohn-Sham gap (alpha / beta), eV: 8.02 / 5.53
Electronic energy, eV: -32180.67329
ΔE to the lowest compared entry with this formula, charge and spin, eV: 2.653

=====

[3]
# C42H50ClN6O2PPdSSi

A molecular structure, C42H50ClN6O2PPdSSi (ωB97M-V with the def2-TZVPD basis set, the OMol25 dataset).

```
! RIJCOSX wB97M-V def2-TZVPD def2/J DEFGRID3
* xyz 2 5
Pd -0.619 -0.207 -0.247
Cl -0.451 -1.192 2.315
S 2.706 -0.170 -7.104
P -2.956 -1.281 -0.335
Si 0.482 2.388 2.475
O 0.226 1.634 1.126
O 0.412 -2.326 -0.666
N 1.328 0.603 -1.281
N 3.360 0.106 -5.658
N 0.447 -4.607 -0.384
N 2.409 -3.441 -0.706
N 1.146 -0.192 -6.703
N -1.067 0.426 -2.430
C -0.872 -4.588 0.215
C -4.342 -0.106 -0.135
C -2.314 3.605 5.280
C 3.150 -2.336 -1.278
C -2.385 -3.226 -3.881
C -3.419 -2.509 0.940
C 2.217 2.307 4.770
C -3.145 4.229 3.111
C 0.001 0.270 -3.235
C -4.750 -2.866 -3.652
C -3.301 4.176 4.492
C -3.245 -2.106 -1.927
C 1.088 0.023 -5.399
C 2.465 0.954 -0.705
C 1.319 0.405 -2.609
C -1.895 -0.258 2.374
C 3.215 -4.580 -0.285
C -4.539 -2.245 -2.431
C -0.983 3.152 3.308
C 1.538 5.249 2.971
C 3.664 1.080 -1.408
C 3.766 0.519 5.189
C 0.715 4.763 0.619
C -2.477 0.440 -4.365
C 0.639 -5.685 -1.355
C -3.673 -3.356 -4.379
C -0.129 0.136 -4.618
C 1.584 4.351 1.772
C -2.260 0.542 -2.994
C -1.162 3.099 4.693
C -2.000 3.717 2.527
C 2.946 3.852 1.392
C 1.794 1.695 3.585
C 2.357 0.194 -4.800
C 2.481 0.456 -3.380
C 3.194 1.727 5.564
C 1.063 -3.395 -0.602
C 3.353 -0.110 4.023
C -1.402 0.200 -5.187
C 2.377 0.473 3.230
C -2.168 -2.601 -2.662
C 3.682 0.797 -2.753
H -3.087 0.736 -2.330
H 1.788 3.250 5.083
H 2.399 1.125 0.356
H -4.484 0.548 -0.991
H -5.268 -0.660 0.026
H -4.055 -3.265 0.478
H -5.393 -1.869 -1.881
H 3.497 4.714 0.992
H 0.528 5.408 3.345
H 1.569 -5.559 -1.900
H -3.479 0.545 -4.757
H 0.662 -6.650 -0.847
H 2.186 4.906 3.776
H -1.755 0.806 2.436
H 2.039 -0.040 2.338
H -0.244 5.163 0.946
H 3.578 -5.159 -1.137
H -2.440 3.553 6.353
H 2.497 -1.480 -1.359
H -5.756 -2.970 -4.036
H -4.194 4.579 4.951
H 4.081 -4.202 0.259
H -0.183 -5.690 -2.078
H 3.998 -2.089 -0.637
H -1.160 -2.493 -2.281
H -3.841 -3.842 -5.331
H -1.635 -4.182 -0.455
H 2.639 -5.226 0.370
H 2.904 3.107 0.600
H 4.592 0.851 -3.338
H 1.245 5.573 0.100
H 0.559 3.954 -0.093
H 4.526 0.065 5.810
H 4.562 1.379 -0.885
H -1.544 -3.607 -4.447
H 3.789 -1.059 3.739
H 3.510 2.215 6.476
H -3.917 4.673 2.496
H -1.898 3.744 1.447
H 3.535 -2.598 -2.268
H -0.845 -4.014 1.140
H -2.733 -0.748 2.844
H -1.147 -5.612 0.465
H -3.991 -2.020 1.726
H 1.919 6.226 2.644
H -4.158 0.509 0.745
H -0.409 2.645 5.325
H -2.553 -2.990 1.383
H 3.504 3.462 2.242
H -1.514 0.098 -6.259
*
```

Kohn-Sham gap (alpha / beta), eV: 7.91 / 6.87
Electronic energy, eV: -101391.57536
ΔE to the lowest compared entry with this formula, charge and spin, eV: 1.856

=====

[4]
# C4H10O2

2 unconnected molecules or ions with the total composition C4H10O2 at a distorted geometry (ωB97M-V with the def2-TZVPD basis set, the OMol25 dataset).

```
! RIJCOSX wB97M-V def2-TZVPD def2/J DEFGRID3
* xyz 0 1
O -2.029 1.570 -0.051
O 0.010 -3.229 -0.054
C 0.581 -2.003 -0.207
C 0.077 1.383 1.179
C 1.077 -1.517 -1.340
C -0.639 1.875 -0.060
H -0.298 1.432 -0.987
H -0.622 1.415 2.004
H -2.409 1.591 0.838
H 0.760 -1.922 -2.305
H 1.486 -0.520 -1.345
H 0.935 2.016 1.355
H 0.376 0.338 1.197
H 0.993 -1.597 0.716
H 0.299 -3.790 -0.784
H -0.598 2.958 -0.154
*
```

Kohn-Sham gap, eV: 10.35
Electronic energy, eV: -8403.40701
SMILES string: C=CO.CCO
ΔE to the lowest compared entry with this formula, charge and spin, eV: 2.140

=====

[5]
# C21H22N3O6

3 unconnected molecules or ions with the total composition C21H22N3O6 at a distorted geometry (ωB97M-V with the def2-TZVPD basis set, the OMol25 dataset).

```
! RIJCOSX wB97M-V def2-TZVPD def2/J DEFGRID3
* xyz 1 1
O 3.035 3.005 2.454
O 0.348 -2.348 -1.285
O 8.437 2.128 4.891
O -1.184 0.391 0.595
O -5.870 -5.675 -3.543
O 6.601 5.184 0.971
N -6.017 -1.141 -0.628
N -6.311 -3.313 -3.664
N -7.394 -2.822 -1.338
C 8.914 3.728 3.234
C 0.878 2.169 2.876
C -0.999 -2.074 -0.883
C -1.808 -1.181 -1.947
C -3.090 -1.996 -2.420
C -0.214 0.993 1.023
C -7.127 -1.920 -0.331
C 0.975 1.229 0.177
C 8.453 4.497 2.249
C 2.036 1.884 0.644
C -4.356 -1.051 -2.763
C 0.402 -3.373 -2.289
C -6.442 -2.652 -2.390
C -5.567 -1.573 -1.899
C 6.123 3.584 2.628
C 6.585 2.815 3.613
C -6.185 -4.567 -3.523
C 7.022 4.484 1.870
C 8.016 2.828 3.992
C 2.069 2.406 2.029
C -0.182 1.513 2.408
H 0.101 -2.974 -3.311
H -2.893 -2.645 -3.327
H 5.942 2.151 4.177
H -0.301 -4.243 -2.058
H -2.067 -0.165 -1.514
H -4.662 -1.147 -3.847
H -1.505 -3.087 -0.718
H 0.919 2.557 3.886
H -5.543 -0.404 -0.105
H 0.934 0.841 -0.834
H 2.916 2.066 0.039
H 5.080 3.588 2.339
H 9.957 3.724 3.524
H -8.165 -3.496 -1.333
H -3.420 -2.698 -1.590
H -7.651 -1.721 0.635
H -4.156 0.035 -2.517
H 1.451 -3.782 -2.279
H -1.059 -1.544 0.129
H 9.096 5.161 1.685
H -1.176 -0.957 -2.867
H -1.062 1.332 3.012
*
```

Kohn-Sham gap, eV: 7.46
Electronic energy, eV: -38877.97264

=====

[6]
# C4H8N2O

A single C4H8N2O molecule (ωB97M-V with the def2-TZVPD basis set, the OMol25 dataset).

```
! RIJCOSX wB97M-V def2-TZVPD def2/J DEFGRID3
* xyz 0 1
O 1.487 -1.416 -1.158
N 2.256 0.252 0.374
N -0.629 1.535 0.314
C -0.171 0.100 0.126
C -1.034 -1.021 0.653
C 1.523 -0.519 -0.377
C -0.684 0.939 -0.994
H -0.804 -1.946 0.113
H 0.017 1.355 -1.714
H -2.102 -0.804 0.514
H 3.267 0.118 0.330
H -0.861 -1.192 1.721
H -1.651 0.645 -1.402
H 0.932 0.445 0.740
H -1.545 1.508 0.761
*
```

Kohn-Sham gap, eV: 10.70
Electronic energy, eV: -9301.34949
ΔE to the lowest compared entry with this formula, charge and spin, eV: 5.044

=====

[7]
# C6H12N3O4S

2 unconnected molecules or ions with the total composition C6H12N3O4S at a distorted geometry (ωB97M-V with the def2-TZVPD basis set, the OMol25 dataset).

```
! RIJCOSX wB97M-V def2-TZVPD def2/J DEFGRID3
* xyz -1 1
S 1.770 1.254 -0.130
O 1.565 -1.312 1.080
O 1.618 2.294 -1.149
O 1.876 -2.390 -0.896
O 2.953 1.389 0.699
N -0.852 2.569 0.112
N -0.221 1.856 1.077
N 1.693 -0.177 -0.907
C -1.525 -0.177 0.368
C -1.426 1.846 -1.022
C 1.716 -1.233 -0.129
C 1.856 -3.605 -0.186
C -2.362 0.766 -0.489
C -0.855 0.636 1.482
H -1.618 0.905 2.236
H -0.756 -0.642 -0.249
H -0.181 3.262 -0.217
H -3.138 1.235 0.125
H -0.085 0.041 1.976
H -1.964 2.582 -1.631
H -0.630 1.387 -1.631
H 2.815 -4.120 -0.314
H 1.684 -3.399 0.877
H -2.842 0.237 -1.316
H 1.049 -4.236 -0.575
H -2.139 -0.968 0.809
*
```

Kohn-Sham gap (alpha / beta), eV: 7.46 / 7.33
Electronic energy, eV: -29911.65796
ΔE to the lowest compared entry with this formula, charge and spin, eV: 0.000